Record 1
Formula: C6H12S
Source: the Open Molecules 2025 dataset
Level of theory: the ωB97M-V functional and the def2-TZVPD basis

Geometry as ORCA input:
```
! RIJCOSX wB97M-V def2-TZVPD def2/J DEFGRID3
* xyz 0 1
C 0.226 1.855 -0.447
C -0.878 1.524 -1.089
C 1.396 0.942 -0.295
C 1.134 -0.034 1.012
C 0.784 -1.420 0.552
C -1.935 -1.255 -0.111
S -0.299 -1.585 -0.845
H 0.448 2.694 0.160
H -1.835 2.096 -0.883
H -0.918 0.641 -1.654
H 1.538 0.227 -0.998
H 2.350 1.417 -0.195
H 1.940 -0.005 1.761
H 0.392 0.447 1.551
H 1.673 -2.018 0.290
H 0.487 -2.044 1.384
H -2.416 -0.692 -0.899
H -2.381 -2.217 -0.036
H -1.708 -0.573 0.741
*
```

Results
Total energy, hartree: -633.91729
Maximum force, eV Å⁻¹: 3.298
ΔE to the lowest compared entry with this formula, charge and spin, kcal per mole: 42.3
SMILES string: C=CCCCSC
Frontier orbital gap, eV: 9.3

***

Record 2
Formula: C6H12S
Source: the Open Molecules 2025 dataset
Level of theory: the ωB97M-V functional and the def2-TZVPD basis

Geometry as ORCA input:
```
! RIJCOSX wB97M-V def2-TZVPD def2/J DEFGRID3
* xyz 0 1
C -1.912 -1.226 -0.041
C -1.014 -0.181 0.388
C 1.349 -0.774 0.589
C 0.575 1.710 0.665
C 0.453 0.224 -1.583
C 0.380 0.316 -0.050
S -2.660 0.431 0.077
H -1.969 -1.634 -1.110
H -2.105 -2.053 0.781
H -0.890 -0.314 1.476
H 1.202 -1.765 0.081
H 1.103 -1.114 1.620
H 2.441 -0.491 0.597
H 1.593 2.175 0.559
H -0.014 2.513 0.152
H 0.235 1.608 1.721
H 1.420 0.421 -2.065
H -0.239 0.938 -2.048
H 0.050 -0.785 -1.809
*
```

Results
Total energy, hartree: -633.94422
Maximum force, eV Å⁻¹: 3.332
ΔE to the lowest compared entry with this formula, charge and spin, kcal per mole: 25.4
SMILES string: CC(C)(C)[C@@H]1CS1
Frontier orbital gap, eV: 9.5

***

Record 3
Formula: C6H12S4
Source: the Open Molecules 2025 dataset
Level of theory: the ωB97M-V functional and the def2-TZVPD basis

Geometry as ORCA input:
```
! RIJCOSX wB97M-V def2-TZVPD def2/J DEFGRID3
* xyz 0 1
S 0.093 1.231 1.676
S -2.168 -0.884 1.484
C -1.625 0.840 1.695
C 0.472 -0.483 2.310
C -0.799 -1.249 2.741
H -2.119 1.168 0.760
H -2.098 1.386 2.534
H 1.196 -0.538 3.146
H 0.907 -1.030 1.452
H -1.119 -0.945 3.756
H -0.561 -2.330 2.772
S 0.020 1.537 -1.219
S 0.309 -1.341 -2.099
C 0.364 -0.183 -0.684
C 0.925 1.249 -2.758
C 0.859 -0.229 -3.346
H -0.363 -0.584 0.048
H 1.350 -0.129 -0.184
H 1.961 1.607 -2.599
H 0.490 1.837 -3.588
H 1.804 -0.643 -3.747
H 0.100 -0.286 -4.149
*
```

Results
Total energy, hartree: -1828.49356
Maximum force, eV Å⁻¹: 3.522
ΔE to the lowest compared entry with this formula, charge and spin, kcal per mole: 42.8
SMILES string: C1CSCS1.C1CSCS1
Frontier orbital gap, eV: 8.7

***

Record 4
Formula: C6H12Si
Source: the Open Molecules 2025 dataset
Level of theory: the ωB97M-V functional and the def2-TZVPD basis

Geometry as ORCA input:
```
! RIJCOSX wB97M-V def2-TZVPD def2/J DEFGRID3
* xyz 0 1
C -0.500 -1.814 -1.437
C -0.833 -0.522 -1.580
C 0.381 -2.123 -0.318
C 0.372 -0.977 0.659
C 1.705 0.434 0.175
C -1.598 1.317 1.075
Si -0.339 0.762 -0.149
H -0.893 -2.560 -2.163
H -1.584 -0.280 -2.337
H -0.117 -2.951 0.103
H 1.348 -2.499 -0.615
H 0.927 -1.502 1.525
H 1.678 1.218 0.964
H 2.508 -0.190 0.456
H 1.789 0.758 -0.881
H -2.436 0.760 0.775
H -1.515 1.031 2.163
H -1.675 2.458 1.059
H -0.190 2.108 -0.741
*
```

Results
Total energy, hartree: -525.13167
Maximum force, eV Å⁻¹: 3.708
ΔE to the lowest compared entry with this formula, charge and spin, kcal per mole: 106.2
Frontier orbital gap, eV: 9.1

***

Record 5
Formula: C6H13AlF
Source: the Open Molecules 2025 dataset
Level of theory: the ωB97M-V functional and the def2-TZVPD basis

Geometry as ORCA input:
```
! RIJCOSX wB97M-V def2-TZVPD def2/J DEFGRID3
* xyz -1 1
C 0.837 -1.396 2.808
C -0.244 -0.529 2.666
C -1.431 -0.994 1.729
Al -1.653 0.465 0.271
C 0.157 0.657 -0.675
F 1.117 -0.333 -0.240
C 0.091 0.540 -2.258
C 1.581 0.776 -2.798
H 1.411 -1.343 3.780
H 1.155 -2.078 1.976
H -0.245 0.468 3.186
H -1.168 -1.954 1.188
H -2.395 -1.114 2.300
H -2.818 -0.041 -0.696
H -1.967 1.834 1.031
H 0.600 1.669 -0.445
H -0.652 1.248 -2.709
H -0.221 -0.527 -2.471
H 1.623 0.985 -3.901
H 2.278 -0.043 -2.477
H 1.944 1.710 -2.264
*
```

Results
Total energy, hartree: -578.66005
Maximum force, eV Å⁻¹: 3.048
Frontier orbital gap, eV: 7.5

***

Record 6
Formula: C6H13BF3O5S3
Source: the Open Molecules 2025 dataset
Level of theory: the ωB97M-V functional and the def2-TZVPD basis

Geometry as ORCA input:
```
! RIJCOSX wB97M-V def2-TZVPD def2/J DEFGRID3
* xyz 1 1
C -4.301 -0.421 -3.144
B -3.042 0.157 -3.824
O -2.898 0.162 -5.153
S -1.531 0.966 -2.876
S -1.023 0.000 -0.998
O -1.151 1.009 -0.012
O 0.305 -0.450 -1.170
C -2.179 -1.408 -0.569
F -2.290 -2.243 -1.578
F -1.549 -1.991 0.430
F -3.324 -0.934 -0.150
H -4.545 0.023 -2.187
H -5.131 -0.201 -3.809
H -4.282 -1.503 -3.066
H -3.071 1.034 -5.532
H -1.990 2.173 -2.465
C 2.297 -0.772 1.764
C 1.646 0.611 1.918
C 2.288 1.286 3.137
S 3.946 0.600 3.277
O 4.026 -0.156 4.497
O 4.912 1.612 2.951
C 3.799 -0.544 1.907
H 2.055 -1.231 0.806
H 1.944 -1.436 2.556
H 1.840 1.207 1.023
H 0.566 0.540 2.036
H 2.362 2.363 3.019
H 1.754 1.051 4.056
H 4.357 -1.449 2.130
H 4.212 -0.056 1.025
*
```

Results
Total energy, hartree: -2131.30554
Maximum force, eV Å⁻¹: 3.334
Frontier orbital gap, eV: 5.9

***

Record 7
Formula: C6H13BrN3
Source: the Open Molecules 2025 dataset
Level of theory: the ωB97M-V functional and the def2-TZVPD basis

Geometry as ORCA input:
```
! RIJCOSX wB97M-V def2-TZVPD def2/J DEFGRID3
* xyz 1 1
C 0.719 1.713 0.134
C -1.922 -0.340 -2.124
C -0.400 -0.185 0.993
C -1.428 0.649 1.645
C 3.117 -0.226 -0.187
C 1.595 -0.397 -0.411
N 0.625 0.352 0.400
N 1.053 -1.099 -1.308
N -3.256 -0.149 -1.926
Br -0.938 1.195 -2.295
H -0.136 2.326 0.444
H 1.317 2.020 -0.703
H -1.512 -1.367 -2.190
H -2.036 0.081 2.257
H -1.978 1.394 1.050
H -0.795 1.241 2.399
H 3.387 -1.091 0.439
H 3.539 -0.270 -1.166
H 3.411 0.674 0.463
H -0.571 -1.292 1.030
H 1.804 -1.465 -1.852
H -3.929 -0.923 -2.291
H -3.661 0.830 -1.806
*
```

Results
Total energy, hartree: -2974.29885
Maximum force, eV Å⁻¹: 3.516
ΔE to the lowest compared entry with this formula, charge and spin, kcal per mole: 51.3
Frontier orbital gap (spin up / spin down), eV: 4.8 / 7.0

***

Record 8
Formula: C6H13Cl2
Source: the Open Molecules 2025 dataset
Level of theory: the ωB97M-V functional and the def2-TZVPD basis

Geometry as ORCA input:
```
! RIJCOSX wB97M-V def2-TZVPD def2/J DEFGRID3
* xyz 0 2
Cl 2.242 2.337 2.323
Cl 4.180 2.014 1.911
C -0.908 -1.046 -1.412
C -0.647 -0.150 -0.189
C -1.773 0.897 -0.057
C -0.564 -1.015 1.082
C 0.730 0.565 -0.392
C 1.771 -0.449 -0.441
H -0.139 -1.818 -1.511
H -1.891 -1.523 -1.317
H -0.944 -0.438 -2.330
H -1.626 1.570 0.802
H -1.867 1.524 -0.958
H -2.747 0.413 0.088
H -0.329 -0.393 1.959
H -1.538 -1.482 1.277
H 0.195 -1.796 0.976
H 0.686 1.191 -1.297
H 0.918 1.251 0.449
H 2.820 -0.174 -0.464
H 1.431 -1.480 -0.502
*
```

Results
Total energy, hartree: -1156.68781
Maximum force, eV Å⁻¹: 1.276
ΔE to the lowest compared entry with this formula, charge and spin, kcal per mole: 32.2
Frontier orbital gap (spin up / spin down), eV: 6.6 / 9.6

***

Record 9
Formula: C6H13ClNO3S
Source: the Open Molecules 2025 dataset
Level of theory: the ωB97M-V functional and the def2-TZVPD basis

Geometry as ORCA input:
```
! RIJCOSX wB97M-V def2-TZVPD def2/J DEFGRID3
* xyz -1 1
C -1.827 1.632 -1.380
C 1.261 -1.162 1.616
C 0.929 -1.458 -0.745
C 2.019 0.648 0.082
C -0.791 1.584 -0.342
C 0.861 -0.347 0.457
N -0.465 0.232 0.616
O -1.804 -1.761 1.443
O -1.946 -1.328 -0.894
O -2.995 0.201 0.652
S -1.914 -0.720 0.436
Cl -1.058 2.725 0.945
H -2.712 1.475 -0.878
H -1.742 0.830 -2.034
H -1.709 2.525 -1.990
H 1.285 -0.708 2.574
H 0.499 -1.976 1.787
H 2.197 -1.712 1.481
H 1.910 -1.931 -0.617
H 0.824 -0.900 -1.643
H 0.057 -2.258 -0.736
H 1.776 1.653 0.332
H 2.981 0.325 0.581
H 2.213 0.533 -0.982
H 0.151 1.898 -0.763
*
```

Results
Total energy, hartree: -1375.28618
Maximum force, eV Å⁻¹: 4.182
ΔE to the lowest compared entry with this formula, charge and spin, kcal per mole: 2.5
SMILES string: C[C@@H](Cl)N(C(C)(C)C)S(=O)(=O)[O-]
Frontier orbital gap, eV: 8.3

***

Record 10
Formula: C6H13ClOSi
Source: the Open Molecules 2025 dataset
Level of theory: the ωB97M-V functional and the def2-TZVPD basis

Geometry as ORCA input:
```
! RIJCOSX wB97M-V def2-TZVPD def2/J DEFGRID3
* xyz 0 1
C -2.284 -0.380 -0.225
C -0.995 -0.510 -0.054
C -1.180 -3.072 0.021
C 2.154 0.038 -0.257
C 0.197 1.923 -1.376
C 0.079 1.574 1.916
O -0.420 -2.017 0.460
Si 0.403 0.718 0.199
Cl -3.153 1.078 -0.340
H -2.829 -1.313 -0.293
H -0.817 -4.073 0.379
H -1.456 -3.022 -1.091
H -2.210 -3.160 0.478
H 2.848 0.810 -0.310
H 2.649 -0.678 0.400
H 2.162 -0.535 -1.234
H -0.523 2.746 -0.981
H 1.060 2.374 -1.765
H -0.416 1.383 -2.194
H 1.016 2.096 2.383
H -0.598 2.358 1.819
H -0.346 0.761 2.549
*
```

Results
Total energy, hartree: -1061.24708
Maximum force, eV Å⁻¹: 4.389
ΔE to the lowest compared entry with this formula, charge and spin, kcal per mole: 26.1
SMILES string: CO/C(=C/Cl)[Si](C)(C)C
Frontier orbital gap, eV: 10.1

***

Record 11
Formula: C6H13CrO3
Source: the Open Molecules 2025 dataset
Level of theory: the ωB97M-V functional and the def2-TZVPD basis

Geometry as ORCA input:
```
! RIJCOSX wB97M-V def2-TZVPD def2/J DEFGRID3
* xyz 2 4
H -0.613 -1.109 2.670
C 0.223 -0.443 2.420
H 0.701 -2.776 1.397
H 1.030 -0.626 3.144
H -0.164 0.582 2.409
C 1.320 -1.998 0.927
H 2.300 -1.974 1.429
O 0.682 -0.724 1.106
C 1.444 -2.217 -0.576
H 2.088 -3.102 -0.731
H 0.434 -2.465 -0.961
O 1.928 -1.088 -1.238
C 0.192 1.628 -1.862
H 0.209 1.008 -2.764
O -1.902 0.722 -1.376
C -0.939 1.574 -1.070
C -2.949 0.541 -0.422
H -2.574 0.774 0.584
H -3.210 -0.521 -0.458
H -1.183 2.364 -0.348
H -3.809 1.174 -0.674
Cr 1.356 0.461 -0.329
H 0.780 2.549 -1.815
*
```

Results
Total energy, hartree: -1505.83257
Maximum force, eV Å⁻¹: 3.099
Frontier orbital gap (spin up / spin down), eV: 6.6 / 9.4